Record 1
# C21H31F5P2Tc

A molecular structure, C21H31F5P2Tc in a non-equilibrium geometry (ωB97M-V with the def2-TZVPD basis set, the Open Molecules 2025 dataset).

Output
E_LUMO (alpha / beta): -0.25548 / -0.26092 hartree
total charge: +2
⟨S²⟩: 3.78
multiplicity: 4
DFT total energy: -56620.5623 eV
highest occupied orbital energy (alpha / beta): -12.55 / -14.36 eV

Cartesian coordinates (Å):
P  0.775  -2.400  0.644
P  0.060  2.087  1.003
C  1.310  -0.469  -0.180
C  1.400  0.959  0.408
H  1.433  -0.459  -1.319
H  2.319  -0.906  0.062
H  2.172  0.924  1.194
H  1.832  1.593  -0.393
C  -1.433  3.000  0.439
H  -1.601  3.837  1.142
H  -2.329  2.363  0.448
H  -1.278  3.436  -0.559
C  1.170  3.504  1.199
H  1.049  4.158  0.328
H  2.206  3.159  1.255
H  0.904  4.049  2.102
C  -0.399  -3.671  0.107
H  -0.261  -4.511  0.807
H  -0.217  -4.008  -0.921
H  -1.425  -3.289  0.193
C  2.375  -3.270  0.624
H  3.191  -2.638  1.000
H  2.631  -3.592  -0.394
H  2.311  -4.162  1.271
Tc  -0.469  -0.642  -1.451
C  0.069  0.903  -2.642
C  -1.355  0.907  -2.393
C  -2.361  0.304  -3.361
C  -2.037  -1.150  -3.779
C  -1.210  -1.926  -2.777
C  0.248  -1.905  -2.767
C  1.068  -1.136  -3.779
C  0.678  0.336  -3.921
C  0.239  -1.876  2.259
H  0.599  1.801  -2.265
H  -1.697  1.813  -1.892
H  -2.440  0.947  -4.247
H  -3.337  0.282  -2.852
H  -2.987  -1.683  -3.914
H  -1.649  -1.151  -4.818
H  -1.704  -2.867  -2.461
H  0.718  -2.825  -2.423
H  1.047  -1.655  -4.744
H  2.109  -1.190  -3.434
H  1.614  0.886  -4.081
H  0.055  0.505  -4.821
H  1.081  -1.497  2.849
H  -0.211  -2.750  2.748
H  -0.520  -1.085  2.162
F  -2.719  1.420  2.529
C  -1.576  1.587  3.298
C  -0.310  1.591  2.712
C  0.762  1.445  3.606
F  2.017  1.120  3.183
C  0.631  1.510  4.982
F  1.723  1.434  5.756
C  -0.659  1.669  5.534
F  -0.809  1.834  6.862
C  -1.771  1.651  4.689
F  -3.032  1.697  5.193

Record 2
# C21H31IrNOP2S

A molecular structure, C21H31IrNOP2S in a non-equilibrium geometry (ωB97M-V with the def2-TZVPD basis set, the Open Molecules 2025 dataset).

Output
E_LUMO (alpha / beta): -0.25918 / -0.35065 hartree
total charge: +2
⟨S²⟩: 8.80
multiplicity: 6
DFT total energy: -58048.5890 eV
highest occupied orbital energy (alpha / beta): -12.13 / -14.65 eV

Cartesian coordinates (Å):
C  -3.931  -1.535  -1.480
C  -2.592  -1.207  -1.619
C  -2.232  0.180  -1.773
C  -3.259  1.203  -1.728
C  -4.626  0.804  -1.589
C  -4.948  -0.533  -1.478
C  -2.839  2.543  -1.808
C  -1.472  2.859  -1.900
C  -0.536  1.753  -1.957
C  0.880  2.010  -2.018
C  1.318  3.325  -2.029
C  0.398  4.416  -1.991
C  -0.963  4.196  -1.927
H  -4.219  -2.585  -1.358
H  -5.404  1.574  -1.560
H  -5.994  -0.838  -1.370
H  -3.583  3.348  -1.779
H  2.393  3.536  -2.065
H  0.787  5.439  -2.005
H  -1.667  5.034  -1.883
N  -0.930  0.471  -1.922
Ir  0.287  -0.422  1.262
C  -1.483  -2.214  -1.529
H  -0.662  -1.939  -2.211
H  -1.846  -3.229  -1.769
C  1.800  0.828  -1.993
H  1.373  0.007  -2.592
H  2.802  1.087  -2.377
P  -0.728  -2.296  0.199
P  2.031  0.118  -0.252
C  3.208  1.386  0.423
H  3.578  1.044  1.404
H  4.063  1.566  -0.253
H  2.656  2.328  0.580
C  3.226  -1.244  -0.688
H  4.097  -0.866  -1.253
H  3.580  -1.730  0.238
H  2.704  -2.001  -1.298
C  -2.157  -2.989  1.145
H  -2.596  -3.872  0.646
H  -1.804  -3.263  2.153
H  -2.917  -2.200  1.254
C  0.326  -3.816  -0.002
H  0.792  -4.064  0.967
H  -0.268  -4.680  -0.349
H  1.129  -3.612  -0.729
H  -0.758  0.496  0.566
H  -0.861  -0.788  2.386
C  1.969  0.844  5.059
S  1.282  0.328  3.434
C  2.793  -0.655  3.142
O  0.195  -0.410  4.237
H  2.766  1.594  4.910
H  2.364  -0.022  5.641
H  1.181  1.352  5.658
H  2.827  -1.521  3.833
H  2.750  -1.088  2.138
H  3.717  -0.049  3.258

Q: multiplicity of number 1 (C21H31F5P2Tc)?
A: 4

Q: Which of these has the highest multiplicity?
A: C21H31IrNOP2S